[1]
A molecular structure, C31H37BaF9N4O8PS2. Source: the OMol25 dataset; level of theory: the ωB97M-V functional and the def2-TZVPD basis.

Properties
HOMO (eV): -5.3
Lowest unoccupied orbital energy (eV): 2.10
Frontier orbital gap (eV): 7.377
Relative energy (zero: lowest compared OMol25 entry of this formula, charge and spin) (kcal per mole): 82.44

The geometry in ORCA input format:
```
! RIJCOSX wB97M-V def2-TZVPD def2/J DEFGRID3
* xyz -1 1
Ba 0.300 0.916 -0.842
S -1.727 -0.170 -2.329
S 0.379 -2.918 -2.177
P -2.578 0.016 1.250
F 5.012 1.864 -3.124
F 3.052 3.410 -4.224
F 3.836 0.317 -2.166
F 2.509 4.893 -1.804
F 3.698 4.009 -0.230
F 2.192 1.436 -3.950
F 4.971 1.707 -0.958
F 4.585 4.368 -2.170
F 1.099 3.193 -3.307
O -1.374 -0.442 -0.862
O 1.019 1.794 1.684
O -0.628 0.698 -2.809
O 2.114 2.056 -1.043
O 1.978 -0.810 0.523
O -1.794 -1.428 -3.038
O -2.989 0.560 -2.396
O -0.135 -1.977 2.679
N 2.843 -3.614 -2.863
N -3.463 1.222 0.370
N -1.655 2.588 -0.261
N 1.584 -5.248 -1.804
C -3.332 4.022 -1.952
C 4.211 1.603 -2.071
C 2.434 -6.323 -2.287
C 0.241 -2.428 1.385
C -3.306 -2.605 1.723
C 3.767 -4.583 -3.423
C 1.683 -2.131 0.997
C 0.064 2.453 2.494
C -4.785 -3.000 -0.572
C -3.666 0.227 2.795
C -3.447 -1.555 0.816
C -2.000 4.415 -1.777
C 2.954 2.528 -1.953
C -4.638 -4.039 0.333
C -1.221 3.673 -0.928
C -5.817 0.281 3.911
C -5.207 0.646 5.105
C -2.930 2.224 -0.416
C -3.805 2.945 -1.258
C 2.313 2.642 -3.381
C -3.072 0.567 4.005
C 2.622 0.044 1.454
C -5.054 0.073 2.774
C -3.884 -3.841 1.481
C 3.840 -5.782 -2.490
C 3.454 3.965 -1.549
C -4.189 -1.767 -0.342
C 0.187 -2.877 3.708
C 1.655 -3.973 -2.299
C 1.676 0.765 2.399
C -3.829 0.779 5.152
H -3.746 -4.650 2.190
H 0.648 -5.488 -1.519
H 0.540 2.873 3.390
H 3.448 -4.912 -4.421
H -0.296 -3.850 3.546
H 0.937 0.068 2.805
H 4.492 -6.553 -2.901
H 2.813 -2.693 -3.270
H 2.355 -2.369 1.831
H -4.255 -0.998 -1.098
H -6.893 0.151 3.870
H -3.982 4.567 -2.626
H -0.731 1.766 2.795
H 3.361 -0.523 2.033
H -0.183 -2.449 4.639
H 0.085 -3.512 1.317
H -1.991 0.656 4.053
H 2.059 -6.741 -3.231
H -0.189 3.957 -0.731
H -2.736 -2.444 2.632
H -5.352 -3.152 -1.482
H 4.240 -5.458 -1.528
H -5.804 0.819 5.993
H 2.258 1.201 3.225
H 3.127 0.803 0.855
H -4.825 2.603 -1.372
H -1.592 5.268 -2.301
H 4.746 -4.115 -3.524
H -5.544 -0.231 1.855
H -5.107 -4.997 0.144
H 2.436 -7.125 -1.547
H -3.343 1.049 6.083
H 1.909 -2.793 0.160
H -0.371 3.253 1.902
H -4.331 0.874 -0.015
H -0.421 -1.952 0.666
H 1.269 -3.041 3.798
*
```

Charges computed using Mulliken, reported in e:
1 Ba 3.114
2 S 1.003
3 S 0.006
4 P 2.267
5 F -0.291
6 F -0.302
7 F -0.167
8 F -0.256
9 F -0.236
10 F -0.237
11 F -0.286
12 F -0.275
13 F -0.159
14 O -1.661
15 O 0.256
16 O -0.669
17 O -1.361
18 O 0.279
19 O -0.820
20 O -0.693
21 O 0.249
22 N 0.039
23 N 0.006
24 N -0.046
25 N -0.060
26 C -0.415
27 C 0.194
28 C -0.680
29 C 0.477
30 C -0.641
31 C -0.673
32 C -0.694
33 C -0.789
34 C -0.670
35 C 0.372
36 C 0.614
37 C -1.142
38 C 1.162
39 C -0.627
40 C 0.133
41 C -0.686
42 C -0.501
43 C 0.043
44 C -0.966
45 C 0.263
46 C -0.073
47 C -0.936
48 C -0.592
49 C -0.644
50 C -0.523
51 C 0.402
52 C -0.715
53 C -1.017
54 C -0.353
55 C 0.017
56 C -0.723
57 H 0.411
58 H 0.273
59 H 0.321
60 H 0.326
61 H 0.311
62 H -0.058
63 H 0.341
64 H 0.178
65 H 0.375
66 H 0.216
67 H 0.389
68 H 0.375
69 H -0.005
70 H 0.436
71 H 0.247
72 H 0.401
73 H 0.162
74 H 0.313
75 H 0.520
76 H 0.391
77 H 0.424
78 H 0.262
79 H 0.358
80 H 0.452
81 H -0.108
82 H 0.397
83 H 0.428
84 H 0.348
85 H 0.249
86 H 0.363
87 H 0.356
88 H 0.414
89 H -0.254
90 H 0.139
91 H 0.307
92 H -0.642
93 H 0.269

***

[2]
A molecular structure, C31H37CeF4N2O6P2S2Si. Source: the OMol25 dataset; level of theory: the ωB97M-V functional and the def2-TZVPD basis.

Properties
HOMO (alpha / beta) (eV): -6.9 / -6.9
Lowest unoccupied orbital energy (alpha / beta) (eV): -0.64 / -0.64
<S²>: 0.751
Frontier orbital gap (alpha / beta) (eV): 6.237 / 6.243
Relative energy (zero: lowest compared OMol25 entry of this formula, charge and spin) (kcal per mole): 27.39

The geometry in ORCA input format:
```
! RIJCOSX wB97M-V def2-TZVPD def2/J DEFGRID3
* xyz 0 2
Ce 0.464 0.734 -0.189
S -0.322 3.538 0.437
S 3.072 2.564 -0.269
P -0.557 -2.518 -0.624
P 0.295 -1.663 2.116
Si -3.327 0.863 0.139
F 6.747 -2.955 -1.787
F 7.472 -2.255 0.138
F 7.817 -0.954 -1.576
F 0.222 0.343 -2.674
O 4.512 2.596 -0.512
O -0.402 2.861 -0.912
O 2.588 1.736 0.907
O 2.295 2.082 -1.453
O -0.153 2.451 1.423
O -1.433 4.474 0.641
N -2.018 0.413 -0.918
N 2.737 -0.754 -0.555
C -4.639 -0.458 0.207
C -3.425 -3.313 2.823
C 3.305 6.322 0.949
C -1.070 0.412 -3.184
C -1.276 0.456 -4.544
C 4.946 -1.068 0.462
C -4.220 2.336 -0.371
C 3.584 -0.868 0.555
C -2.238 -2.651 3.050
C 6.874 -1.812 -1.044
C -2.799 0.993 1.938
C 1.010 5.769 1.150
C 1.223 4.457 0.587
C 4.654 -1.064 -1.953
C -2.175 0.322 -2.287
C 1.238 -3.015 3.061
C 2.501 4.160 0.139
C 3.603 5.126 0.313
C -1.336 -2.711 -2.242
C -2.903 -3.605 0.443
C -3.614 -0.118 -4.180
C 1.992 6.708 1.253
C -1.307 -2.525 2.001
C -1.753 -2.879 0.671
C 0.104 -0.581 3.623
C -3.750 -3.835 1.525
C 3.323 -0.720 -1.784
C 0.695 -3.844 -0.357
C -3.453 -0.041 -2.832
C 5.513 -1.257 -0.839
C -2.555 0.168 -5.051
H 1.777 7.738 1.519
H -0.711 -2.316 -3.090
H 0.663 -3.276 3.986
H -2.289 -2.184 -2.144
H 5.652 -1.059 1.302
H -5.170 -0.450 1.176
H -3.521 3.178 -0.692
H 0.384 -1.137 4.498
H -3.138 -3.904 -0.534
H 1.708 -3.441 -0.367
H 4.620 4.826 -0.037
H -4.689 -4.433 1.408
H -2.695 0.159 -6.089
H -5.547 -0.289 -0.419
H -4.553 -0.362 -4.579
H -4.052 -3.537 3.685
H 0.001 6.030 1.472
H -0.907 -0.077 3.715
H -4.286 -0.273 -2.105
H -2.818 2.015 2.306
H 0.894 0.180 3.524
H -3.470 0.398 2.606
H -1.753 0.553 2.064
H -0.447 0.728 -5.204
H -1.574 -3.762 -2.452
H 4.108 6.979 1.269
H -5.039 2.135 -1.074
H -4.299 -1.494 0.136
H 2.239 -2.705 3.408
H -2.000 -2.220 4.025
H 3.139 -0.703 1.550
H 0.453 -4.490 0.528
H 5.151 -1.203 -2.941
H 0.643 -4.502 -1.237
H 1.298 -3.896 2.419
H 2.789 -0.306 -2.618
H -4.623 2.680 0.574
*
```

Charges computed using Mulliken, reported in e:
1 Ce 1.107
2 S 1.777
3 S 1.919
4 P 1.705
5 P 1.133
6 Si 0.295
7 F -0.233
8 F -0.299
9 F -0.232
10 F 0.351
11 O -0.689
12 O -0.549
13 O -0.718
14 O -0.678
15 O -0.542
16 O -0.674
17 N 0.607
18 N 0.760
19 C -1.515
20 C -0.761
21 C -0.464
22 C -0.179
23 C -1.013
24 C -1.068
25 C -1.157
26 C -0.105
27 C -0.691
28 C 0.566
29 C -0.120
30 C -0.682
31 C -0.320
32 C -1.036
33 C 0.360
34 C -1.543
35 C 0.100
36 C -0.890
37 C -1.677
38 C -0.902
39 C -0.944
40 C -0.661
41 C 0.261
42 C -0.154
43 C -1.807
44 C -0.382
45 C -0.326
46 C -1.140
47 C -0.066
48 C 0.534
49 C -0.686
50 H 0.404
51 H 0.300
52 H 0.440
53 H 0.314
54 H 0.455
55 H 0.414
56 H 0.176
57 H 0.702
58 H 0.463
59 H 0.072
60 H 0.453
61 H 0.323
62 H 0.462
63 H 0.527
64 H 0.533
65 H 0.419
66 H 0.453
67 H 0.442
68 H 0.143
69 H 0.513
70 H 0.360
71 H 0.490
72 H -0.890
73 H 0.422
74 H 0.599
75 H 0.372
76 H 0.308
77 H 0.309
78 H 0.408
79 H 0.366
80 H 0.270
81 H 0.350
82 H 0.334
83 H 0.514
84 H 0.329
85 H 0.412
86 H 0.464

***

[3]
A molecular structure, C31H37Cl2LaN5SSi2. Source: the OMol25 dataset; level of theory: the ωB97M-V functional and the def2-TZVPD basis.

Properties
HOMO (alpha / beta) (eV): -6.7 / -6.9
Lowest unoccupied orbital energy (alpha / beta) (eV): -0.41 / -1.60
<S²>: 0.795
Frontier orbital gap (alpha / beta) (eV): 6.250 / 5.345
Relative energy (zero: lowest compared OMol25 entry of this formula, charge and spin) (kcal per mole): 0.00

The geometry in ORCA input format:
```
! RIJCOSX wB97M-V def2-TZVPD def2/J DEFGRID3
* xyz 0 2
La 0.124 0.282 0.750
Cl -0.967 0.357 3.447
Cl 0.070 -1.946 5.141
S 0.820 3.039 2.826
Si -0.425 1.205 -2.834
Si -2.632 -0.774 -1.340
N 0.720 -2.098 1.295
N 3.464 0.624 -0.064
N 2.657 2.797 0.785
N 2.528 -0.057 0.608
N -1.827 1.911 0.704
C 0.172 -4.283 0.437
C 1.464 2.410 1.450
C 3.789 4.765 -0.057
C -2.395 2.892 1.399
C 4.343 -1.332 1.531
C -3.207 3.869 0.822
C 4.800 -2.465 2.188
C 2.058 -2.265 1.526
C -2.895 2.800 -1.272
C -1.377 -3.202 1.940
C -1.394 1.545 -4.415
C -0.154 -3.169 1.231
C 3.945 -3.522 2.458
C 2.889 4.177 0.781
C -1.676 -2.306 -1.827
C -2.099 1.816 -0.642
C 4.305 2.615 -0.988
C 4.493 3.980 -0.989
C -3.479 3.822 -0.532
C -2.231 -4.292 1.828
C -1.604 0.774 -1.441
C -0.168 -0.211 5.166
C 0.422 2.837 -2.449
C -3.383 -0.983 0.378
C 2.988 -1.220 1.184
C 3.402 1.969 -0.120
C 2.590 -3.405 2.188
C -0.699 -5.351 0.314
C 0.865 -0.119 -3.191
C -1.916 -5.366 0.998
C -4.057 -0.496 -2.519
H -0.295 3.531 -1.945
H 0.355 -0.979 -3.668
H -2.153 2.953 2.468
H 5.202 4.437 -1.670
H -2.165 2.311 -4.239
H 2.310 4.727 1.510
H -4.816 -1.300 -2.443
H -1.909 0.611 -4.724
H -3.083 2.763 -2.343
H -4.248 -0.269 0.455
H -4.136 4.551 -1.015
H -2.606 -6.196 0.898
H -2.028 -3.184 -1.272
H 4.345 -4.417 2.928
H 1.326 2.761 -1.819
H -3.616 4.638 1.469
H 1.113 -4.268 -0.115
H -1.809 -2.526 -2.907
H 5.843 -2.540 2.476
H 1.398 -0.493 -2.289
H 3.935 5.833 0.032
H -2.723 -0.746 1.231
H -4.553 0.483 -2.318
H -0.738 1.914 -5.231
H 1.636 0.257 -3.912
H -0.907 0.094 5.904
H -0.587 -2.216 -1.685
H 4.988 -0.475 1.330
H 0.790 0.312 5.220
H -3.177 -4.303 2.358
H 1.907 -4.210 2.452
H -3.709 -0.475 -3.571
H 0.755 3.348 -3.388
H -1.607 -2.342 2.583
H -0.459 -6.169 -0.334
H -3.757 -2.008 0.533
H 4.854 1.965 -1.658
*
```

Charges computed using Mulliken, reported in e:
1 La 0.095
2 Cl -0.100
3 Cl -0.072
4 S -0.312
5 Si -0.031
6 Si 0.306
7 N 0.406
8 N -0.980
9 N 0.517
10 N 1.286
11 N 0.801
12 C 0.363
13 C -0.316
14 C -0.641
15 C -0.436
16 C -0.654
17 C -0.987
18 C -0.729
19 C 0.216
20 C -0.364
21 C -0.098
22 C -1.118
23 C -0.174
24 C -0.749
25 C -0.310
26 C -0.736
27 C -1.315
28 C -0.461
29 C -0.382
30 C -0.715
31 C -0.667
32 C 1.737
33 C -0.439
34 C -0.537
35 C -0.620
36 C -0.388
37 C 0.240
38 C -0.180
39 C -0.853
40 C -0.907
41 C -0.597
42 C -1.245
43 H 0.288
44 H 0.302
45 H 0.347
46 H 0.422
47 H 0.302
48 H 0.325
49 H 0.399
50 H 0.228
51 H 0.165
52 H 0.305
53 H 0.453
54 H 0.380
55 H 0.229
56 H 0.389
57 H -0.116
58 H 0.418
59 H 0.433
60 H 0.438
61 H 0.376
62 H 0.183
63 H 0.409
64 H 0.037
65 H 0.258
66 H 0.389
67 H 0.365
68 H 0.410
69 H 0.120
70 H 0.471
71 H 0.295
72 H 0.434
73 H 0.489
74 H 0.279
75 H 0.442
76 H 0.292
77 H 0.378
78 H 0.367
79 H 0.443